1.
{"formula": "C50H36GeN9O4Sc", "method": "wB97M-V/def2-TZVPD", "e_lumo_ev": -0.87, "largest_force_ev_per_a": 1.35, "homo_lumo_gap_ev": 4.671, "relative_energy_kcal_mol": 31.4, "spin_multiplicity": 1, "charge": 0, "homo_energy_ev": -5.5, "symbols": ["Sc", "O", "C", "O", "C", "C", "C", "C", "C", "N", "C", "O", "O", "H", "H", "H", "H", "H", "C", "C", "N", "C", "C", "N", "C", "C", "C", "C", "C", "N", "C", "C", "N", "C", "C", "N", "C", "C", "C", "N", "C", "C", "H", "H", "H", "H", "H", "H", "H", "H", "H", "H", "H", "H", "C", "Ge", "C", "C", "C", "C", "C", "C", "C", "C", "C", "C", "C", "C", "C", "C", "C", "C", "C", "C", "H", "H", "H", "H", "H", "H", "H", "H", "H", "H", "H", "H", "H", "H", "H", "N", "C", "C", "C", "C", "C", "N", "C", "H", "H", "H", "H"], "xyz": [[1.1923, -0.3813, -0.6703], [2.0669, -5.0662, -0.2659], [2.2421, -3.7392, -0.3945], [2.3989, -3.0220, 0.5703], [2.3495, -3.2438, -1.7885], [2.7154, -4.0617, -2.8081], [2.9965, -3.4526, -4.0896], [3.0327, -2.1083, -4.1947], [2.7164, -1.2805, -3.0563], [2.1970, -1.8987, -1.8882], [2.8781, 0.0665, -2.9066], [3.3357, 0.9516, -3.8491], [2.5520, 0.6219, -1.7653], [2.1103, -5.2544, 0.6837], [2.8340, -5.1216, -2.6477], [3.2368, -4.0763, -4.9402], [3.3116, -1.6474, -5.1370], [3.6795, 0.4581, -4.6012], [3.1817, 4.0969, -1.8786], [1.9289, 3.6109, -1.5294], [1.7337, 2.8821, -0.4388], [2.8111, 2.6550, 0.3126], [4.0648, 3.1385, -0.0436], [4.2570, 3.8603, -1.1390], [2.6204, 1.8612, 1.5493], [3.1517, 2.2912, 2.7551], [2.9104, 1.5534, 3.9098], [2.1346, 0.4071, 3.7959], [1.6479, 0.0341, 2.5541], [1.8936, 0.7470, 1.4419], [0.8291, -1.1746, 2.3338], [0.6834, -2.2484, 3.1676], [0.0297, -3.3598, 2.7473], [-0.4651, -3.3757, 1.5410], [-0.4060, -2.2463, 0.6576], [0.2779, -1.1866, 1.1146], [3.4425, 1.9871, 5.2203], [3.9182, 1.0605, 6.1419], [4.4069, 1.5139, 7.3572], [4.4445, 2.7964, 7.7050], [3.9864, 3.6780, 6.8215], [3.4835, 3.3307, 5.5773], [3.3132, 4.6885, -2.7759], [1.0696, 3.8272, -2.1545], [4.9371, 2.9138, 0.5601], [3.7416, 3.1971, 2.7886], [1.8811, -0.1774, 4.6691], [1.1036, -2.2828, 4.1633], [-0.9665, -4.2804, 1.2108], [-1.2532, -3.0218, -1.1036], [3.9335, 0.0031, 5.9133], [4.7904, 0.8088, 8.0859], [4.0192, 4.7188, 7.1231], [3.1081, 4.0983, 4.9134], [-0.9786, -2.0732, -0.6356], [-2.6052, -0.9967, -0.4405], [-4.1212, -2.1939, -0.0703], [-5.3643, -1.6273, 0.2180], [-6.4691, -2.4211, 0.4842], [-6.3495, -3.8049, 0.4611], [-5.1237, -4.3839, 0.1736], [-4.0196, -3.5807, -0.0872], [-2.3600, 0.1395, 1.1410], [-2.6892, -0.3592, 2.3998], [-2.3260, 0.3186, 3.5563], [-1.6313, 1.5178, 3.4723], [-1.3155, 2.0424, 2.2265], [-1.6812, 1.3551, 1.0778], [-3.2734, 0.1211, -1.9058], [-3.3963, -0.4052, -3.1908], [-3.9834, 0.3298, -4.2103], [-4.4529, 1.6126, -3.9607], [-4.3379, 2.1510, -2.6874], [-3.7570, 1.4068, -1.6693], [-5.4741, -0.5474, 0.2323], [-7.4243, -1.9624, 0.7076], [-7.2107, -4.4281, 0.6654], [-5.0240, -5.4620, 0.1526], [-3.0681, -4.0529, -0.3060], [-3.2191, -1.3025, 2.4829], [-2.5816, -0.0934, 4.5248], [-1.3462, 2.0463, 4.3738], [-0.7777, 2.9799, 2.1469], [-1.4227, 1.7826, 0.1155], [-3.0369, -1.4078, -3.4015], [-4.0762, -0.0984, -5.2011], [-4.9097, 2.1891, -4.7549], [-4.6992, 3.1511, -2.4861], [-3.6814, 1.8404, -0.6771], [-1.5671, 4.6870, -3.9097], [-1.2325, 3.5890, -3.8465], [-0.7979, 2.2264, -3.7787], [-0.7113, 1.4273, -4.9222], [-0.2846, 0.1275, -4.7789], [0.0467, -0.3410, -3.5130], [-0.0205, 0.4322, -2.4194], [-0.4295, 1.6910, -2.5558], [-0.9800, 1.8329, -5.8879], [-0.2060, -0.5358, -5.6284], [0.3271, -1.3722, -3.3427], [-0.4476, 2.3025, -1.6638]], "mulliken_charge": [-0.33, -0.52, -0.03, -0.44, 0.33, -0.32, -0.97, -1.10, 0.59, 0.55, -0.03, -0.56, -0.12, 0.40, 0.52, 0.44, 0.28, 0.30, -0.67, 0.05, -0.09, -0.06, -0.51, -0.64, 0.51, -1.09, 0.81, -1.40, 0.95, 0.76, -1.05, -0.38, -0.63, -0.93, -0.93, 1.84, 0.33, -0.53, -0.38, -0.62, -0.42, -0.54, 0.41, 0.49, 0.52, 0.80, 0.70, 0.36, 0.49, 0.74, 0.47, 0.37, 0.37, 0.49, 0.12, 1.79, 0.21, -0.41, -0.70, -0.50, -0.75, -0.48, -0.05, -0.54, -0.99, -0.63, -0.73, 0.75, 0.15, -0.50, -0.79, -0.57, -0.78, -0.02, 0.38, 0.40, 0.37, 0.42, 0.20, 0.44, 0.44, 0.42, 0.45, -0.23, 0.44, 0.44, 0.40, 0.46, 0.36, -0.67, -0.55, 0.52, -0.44, -1.69, -0.18, 1.90, -1.00, 0.54, 0.51, 0.65, 0.85]}

***

2.
{"formula": "C50H37BF2N6O2P3PdSe3", "method": "wB97M-V/def2-TZVPD", "e_lumo_ev": [-2.96, -3.94], "largest_force_ev_per_a": 3.08, "homo_lumo_gap_ev": [6.398, 6.331], "relative_energy_kcal_mol": 0.0, "spin_multiplicity": 5, "charge": 1, "homo_energy_ev": [-9.4, -10.3], "symbols": ["Pd", "Se", "P", "C", "C", "C", "C", "C", "C", "C", "C", "C", "C", "C", "C", "C", "C", "N", "N", "N", "P", "Se", "C", "C", "C", "C", "C", "C", "C", "C", "C", "C", "C", "C", "H", "H", "H", "H", "H", "H", "H", "H", "H", "H", "H", "H", "H", "H", "H", "H", "H", "H", "H", "H", "O", "C", "O", "C", "C", "C", "C", "C", "C", "P", "C", "C", "C", "C", "C", "C", "C", "C", "C", "C", "C", "C", "H", "H", "H", "H", "H", "H", "H", "H", "H", "H", "H", "H", "H", "H", "Se", "N", "C", "C", "C", "C", "N", "C", "N", "H", "H", "H", "F", "B", "F"], "xyz": [[-0.5781, 0.8703, -2.4028], [3.3858, 1.0736, 2.8843], [2.4415, -0.7773, 2.5747], [3.6239, -2.1447, 2.2424], [5.0017, -2.0356, 2.3338], [5.8428, -3.0948, 2.0649], [5.2632, -4.3412, 1.7019], [3.8722, -4.5006, 1.6676], [3.0935, -3.4128, 1.9408], [1.6159, -1.4751, 4.0210], [2.1973, -1.0865, 5.2563], [1.7818, -1.6473, 6.4733], [0.6599, -2.4548, 6.4926], [0.0133, -2.7080, 5.3249], [0.4731, -2.2294, 4.1103], [1.1256, -0.7382, 1.2123], [1.1906, -0.3514, -0.1341], [-0.0875, -0.2783, -0.5696], [-0.8718, -0.6313, 0.3969], [-0.1686, -0.9155, 1.4795], [2.3733, -0.1994, -1.4820], [1.6982, 1.0200, -3.2225], [3.9536, 0.4684, -0.9748], [4.1324, 1.8625, -0.8282], [5.2780, 2.3791, -0.2733], [6.2645, 1.5062, 0.2260], [6.0560, 0.1393, 0.1511], [4.8809, -0.3745, -0.3495], [2.6984, -1.8929, -2.1342], [3.7175, -2.0396, -3.1076], [3.9418, -3.2819, -3.6660], [3.0759, -4.3693, -3.3646], [2.0482, -4.2186, -2.4733], [1.9205, -2.9942, -1.8169], [5.4416, -1.0231, 2.4504], [6.8977, -2.9100, 2.0910], [5.8988, -5.2102, 1.4818], [3.4178, -5.3970, 1.3405], [2.0239, -3.4402, 1.8116], [3.0710, -0.4378, 5.1732], [2.4257, -1.4792, 7.2937], [0.3226, -2.8085, 7.4335], [-0.8797, -3.2797, 5.2553], [-0.1688, -2.3980, 3.2614], [3.3499, 2.5388, -1.1620], [5.4594, 3.4453, -0.2049], [7.1221, 1.9874, 0.6330], [6.7716, -0.5653, 0.6041], [4.6282, -1.3952, -0.4702], [4.3338, -1.1435, -3.3782], [4.7638, -3.3934, -4.3284], [3.2229, -5.3516, -3.8156], [1.4010, -5.0663, -2.2585], [1.0101, -2.8640, -1.2296], [-3.4456, -1.5220, -0.7080], [-3.3272, -0.5647, -0.0312], [-3.2537, 0.6882, -0.6879], [-3.5658, -0.3905, 1.4270], [-3.7683, -1.4231, 2.3611], [-3.9209, -1.0699, 3.6903], [-3.8781, 0.2799, 4.0860], [-3.6650, 1.2712, 3.1990], [-3.5496, 0.9729, 1.8395], [-3.2639, 1.9149, 0.3591], [-1.7646, 2.8904, 0.2287], [-1.6276, 3.8354, -0.8011], [-0.3838, 4.3469, -1.0804], [0.7244, 4.0185, -0.2926], [0.5541, 3.1963, 0.8196], [-0.7111, 2.6124, 1.0490], [-4.6737, 2.9576, -0.1629], [-5.7885, 2.3298, -0.6585], [-6.8303, 3.0795, -1.2152], [-6.6861, 4.4877, -1.1445], [-5.5925, 5.0658, -0.4753], [-4.5762, 4.3275, 0.0422], [-3.7846, -2.4878, 2.0235], [-4.0903, -1.8773, 4.3896], [-4.0060, 0.6393, 5.1369], [-3.6372, 2.3428, 3.5035], [-2.4821, 4.1957, -1.3278], [-0.2917, 5.0597, -1.8856], [1.7336, 4.4878, -0.5371], [1.3892, 2.9327, 1.4232], [-0.8181, 1.9295, 1.8378], [-5.8705, 1.2732, -0.7904], [-7.6517, 2.5612, -1.7633], [-7.4822, 5.0933, -1.5662], [-5.5717, 6.1307, -0.3961], [-3.6767, 4.7228, 0.5416], [-4.9316, 2.9825, -4.2372], [-4.7176, 1.3749, -4.7822], [-3.7672, 0.3911, -4.5930], [-4.0687, -0.9533, -4.8646], [-3.1836, -1.9931, -4.7458], [-1.9293, -1.6765, -4.1985], [-1.6542, -0.4079, -3.8586], [-2.4219, 0.6811, -4.2109], [-1.7808, 1.8319, -3.9727], [-5.0772, -1.1673, -5.2165], [-3.4148, -3.0032, -4.9597], [-1.1032, -2.3413, -4.0698], [-1.1049, 3.8826, -5.0685], [-1.7376, 2.7245, -5.1095], [-2.3020, 2.4312, -6.2828]], "mulliken_spin": [1.20, 0.00, 0.00, 0.00, 0.00, 0.00, 0.00, 0.00, 0.00, 0.00, 0.00, 0.00, 0.00, 0.00, 0.00, 0.00, -0.05, 0.07, 0.00, 0.01, 0.08, 0.31, 0.00, -0.01, 0.00, 0.00, 0.00, 0.00, -0.03, 0.00, 0.01, 0.00, 0.00, 0.00, 0.00, 0.00, 0.00, 0.00, 0.00, 0.00, 0.00, 0.00, 0.00, 0.00, 0.01, 0.00, 0.00, 0.00, 0.00, 0.01, 0.00, 0.00, 0.00, 0.00, 0.00, 0.00, 0.04, -0.01, 0.00, 0.00, 0.00, 0.00, 0.00, -0.04, 0.02, 0.00, -0.03, 0.01, 0.00, 0.02, 0.00, 0.02, -0.01, -0.01, -0.01, 0.02, 0.00, 0.00, 0.00, 0.00, 0.03, 0.00, 0.00, 0.00, 0.00, 0.00, 0.01, 0.00, 0.00, 0.00, 1.03, 0.75, 0.05, 0.08, -0.04, 0.10, 0.12, 0.01, 0.22, -0.01, 0.00, 0.02, 0.00, -0.02, 0.01]}

***

Number 1: electronic energy -5558.4942 Ha. Number 2: electronic energy -10987.2849 Ha.